Density functional theory data (ωB97M-V/def2-TZVPD) for C40H52FeN5PS2Sb as an isolated structure.

Each line ends with the Löwdin spin population.
Geometry (Å):
Fe -2.99 1.23 -0.21  3.6519
C -1.93 2.79 -2.37  0.0069
N -1.53 2.57 -0.98  0.0512
C -1.55 3.80 -0.08  0.0061
C -2.61 3.64 0.95  0.0243
N -3.32 2.52 1.18  0.0516
C -4.22 2.77 2.29  0.0110
C -5.09 1.87 2.92  0.0039
C -5.86 2.50 3.92  0.0002
C -5.75 3.85 4.27  0.0008
C -4.77 4.67 3.71  0.0011
C -4.01 4.11 2.66  0.0027
N -2.98 4.62 1.80  0.0113
C -2.90 1.65 -2.74  0.0305
N -3.65 0.88 -1.92  0.0583
C -4.39 -0.01 -2.75  0.0128
C -5.15 -1.10 -2.39  0.0041
C -5.46 -1.99 -3.44  0.0003
C -4.92 -1.83 -4.72  0.0015
C -4.24 -0.72 -5.12  0.0014
C -4.08 0.28 -4.10  0.0039
N -3.18 1.37 -4.02  0.0117
H -1.08 2.72 -3.08  0.0014
H -2.49 3.71 -2.61  0.0001
H -0.61 2.13 -0.93  0.0007
H -1.62 4.70 -0.68  0.0006
H -0.55 3.81 0.33  0.0008
H -5.20 0.83 2.65  0.0012
H -6.52 1.91 4.55  0.0000
H -6.44 4.21 4.97  0.0000
H -4.57 5.66 4.05  0.0001
H -2.59 5.59 1.82  0.0005
H -5.53 -1.21 -1.34  0.0009
H -6.07 -2.88 -3.28  0.0000
H -5.12 -2.59 -5.45  0.0000
H -3.70 -0.62 -6.09  0.0001
H -2.82 1.87 -4.86  0.0006
S 3.97 2.46 -1.59  0.7855
P 3.82 2.64 0.40  0.0625
S 2.08 3.05 1.26  0.0143
C 5.12 3.76 1.01  0.0336
C 4.79 5.00 1.55  0.0087
C 5.73 5.91 2.00  0.0014
C 7.09 5.64 1.77  0.0118
C 7.45 4.42 1.24  -0.0008
C 6.47 3.50 0.78  0.0147
C 4.26 0.93 0.92  0.0257
C 5.00 0.04 0.08  0.0094
C 5.83 -0.91 0.67  -0.0002
C 5.80 -1.09 2.09  0.0027
C 4.95 -0.34 2.86  0.0016
C 4.16 0.66 2.24  0.0050
H 3.70 5.20 1.65  0.0002
H 5.46 6.84 2.53  0.0000
H 7.90 6.38 2.10  0.0005
H 8.55 4.10 1.14  -0.0002
H 6.82 2.60 0.33  0.0000
H 4.98 0.27 -1.00  0.0043
H 6.61 -1.48 0.14  0.0000
H 6.65 -1.66 2.48  0.0001
H 4.89 -0.47 3.96  0.0001
H 3.49 1.33 2.77  0.0007
C -0.33 -5.64 -2.11  0.0002
C -0.82 -5.09 -0.78  0.0029
C -0.10 -5.86 0.36  0.0014
C -2.33 -5.09 -0.89  0.0011
Sb -0.23 -2.87 -0.59  0.0307
C 1.62 -2.22 -1.96  -0.0002
C 1.77 -0.78 -1.48  0.0061
C 0.98 -2.41 -3.34  0.0009
C 2.81 -3.10 -1.58  0.0011
C -0.54 -2.12 1.77  -0.0020
C -1.64 -3.03 2.31  -0.0003
C 0.82 -2.34 2.36  0.0020
C -1.08 -0.72 1.65  0.0062
H -0.64 -6.70 -2.11  0.0000
H 0.78 -5.61 -2.21  0.0000
H -0.71 -5.05 -2.96  0.0001
H -0.42 -6.89 0.35  0.0002
H -0.33 -5.40 1.37  0.0002
H 0.99 -5.82 0.19  0.0002
H -2.84 -6.08 -1.01  0.0001
H -2.65 -4.57 -1.79  0.0003
H -2.81 -4.56 -0.07  0.0000
H 1.07 -0.03 -1.87  -0.0001
H 2.70 -0.40 -1.86  0.0078
H 1.93 -0.73 -0.40  -0.0002
H -0.02 -2.04 -3.38  0.0004
H 1.02 -3.42 -3.66  0.0000
H 1.55 -1.82 -4.06  -0.0001
H 2.92 -3.18 -0.45  0.0003
H 3.71 -2.55 -1.88  0.0000
H 2.83 -4.06 -2.05  0.0000
H -1.35 -4.06 2.41  0.0000
H -2.52 -2.99 1.62  -0.0002
H -2.01 -2.69 3.29  -0.0002
H 0.96 -3.39 2.59  0.0001
H 0.83 -1.78 3.30  -0.0001
H 1.71 -2.05 1.76  0.0003
H -2.04 -0.59 1.11  0.0047
H -0.37 -0.04 1.12  -0.0002
H -1.35 -0.32 2.67  0.0004

Relative energy (zero: lowest compared OMol25 entry of this formula, charge and spin)   392.3 kJ/mol
Spin multiplicity   6
Largest force on an atom   3.2 eV/A
Gap between HOMO and LUMO (spin up / spin down)   0.2215 / 0.1277 Eh
Charge   +2
E   -4470.25685 Eh

---

Density functional theory data (ωB97M-V/def2-TZVPD) for a 10-piece molecular cluster, C40H52N8O6 overall.

Each line ends with the Löwdin charge.
Geometry (Å):
C 1.10 6.29 3.77  -0.0200
C 2.00 5.88 2.62  -0.3107
C 3.43 5.54 2.99  -0.0897
O 3.70 4.36 2.24  0.0641
C 2.56 3.91 1.64  -0.5609
O 2.56 2.95 0.96  0.1588
O 1.53 4.66 2.01  0.1016
H 0.10 6.56 3.42  0.0868
H 1.54 7.20 4.19  0.0932
H 1.04 5.49 4.50  0.0954
H 1.92 6.67 1.87  0.1548
H 3.57 5.37 4.06  0.1366
H 4.14 6.31 2.70  0.1349
C 0.26 1.10 -1.56  -0.0141
C 0.16 1.00 -0.06  -0.2861
C -1.19 0.57 0.46  -0.0926
O -0.88 -0.30 1.57  0.0604
C 0.39 -0.74 1.39  -0.5829
O 0.90 -1.56 2.08  0.1444
O 0.99 -0.11 0.37  0.0629
H 1.31 1.15 -1.86  0.0751
H -0.23 1.98 -1.97  0.0842
H -0.15 0.19 -1.99  0.0803
H 0.53 1.88 0.48  0.1302
H -1.77 0.03 -0.30  0.1030
H -1.79 1.39 0.83  0.1272
N -4.14 2.74 -3.86  0.0156
C -5.34 2.99 -3.28  -0.1433
C -5.22 2.82 -1.92  -0.0960
C -3.93 2.22 -1.73  -0.1287
C -3.28 2.18 -2.93  -0.1365
H -3.85 2.97 -4.79  0.1393
H -6.20 3.24 -3.88  0.1065
H -6.01 2.89 -1.19  0.0858
H -3.51 1.87 -0.80  0.0723
H -2.29 1.84 -3.18  0.0876
N 4.60 0.58 -0.26  0.0182
C 4.29 -0.48 0.53  -0.1244
C 5.20 -1.48 0.26  -0.0989
C 6.07 -0.98 -0.74  -0.1364
C 5.71 0.31 -1.02  -0.1498
H 4.12 1.46 -0.26  0.1212
H 3.44 -0.37 1.18  0.0865
H 5.26 -2.46 0.69  0.0936
H 6.89 -1.52 -1.18  0.0913
H 6.10 1.06 -1.69  0.1039
N -3.25 -1.87 -0.80  0.0276
C -2.96 -1.44 -2.06  -0.1464
C -1.96 -2.24 -2.57  -0.1123
C -1.65 -3.20 -1.58  -0.1047
C -2.49 -2.97 -0.51  -0.1199
H -3.77 -1.33 -0.11  0.0872
H -3.41 -0.56 -2.50  0.0947
H -1.56 -2.07 -3.56  0.0647
H -0.95 -4.01 -1.72  0.0846
H -2.60 -3.51 0.42  0.0979
N 0.78 -0.16 -4.91  0.0380
C -0.41 -0.27 -5.54  -0.1501
C -0.94 0.98 -5.75  -0.1217
C 0.06 1.89 -5.31  -0.1307
C 1.09 1.17 -4.76  -0.1455
H 1.21 -0.96 -4.44  0.0910
H -0.86 -1.25 -5.69  0.1049
H -1.93 1.19 -6.12  0.0823
H -0.05 2.96 -5.42  0.0882
H 2.00 1.49 -4.28  0.1027
N 3.48 -1.79 -3.08  0.0348
C 3.83 -2.29 -4.31  -0.1192
C 2.76 -3.03 -4.76  -0.1143
C 1.75 -3.00 -3.76  -0.1268
C 2.21 -2.17 -2.77  -0.1455
H 4.08 -1.22 -2.50  0.1125
H 4.79 -2.05 -4.74  0.1059
H 2.73 -3.63 -5.66  0.0912
H 0.80 -3.50 -3.87  0.0903
H 1.78 -1.78 -1.85  0.1106
N -5.65 -2.24 1.81  0.0304
C -4.61 -1.65 2.49  -0.1168
C -4.45 -0.40 1.97  -0.1142
C -5.38 -0.23 0.90  -0.1212
C -6.13 -1.37 0.87  -0.1397
H -5.86 -3.21 1.93  0.1437
H -4.15 -2.10 3.34  0.0951
H -3.65 0.28 2.23  0.0913
H -5.55 0.61 0.26  0.0825
H -7.02 -1.64 0.32  0.1132
N 4.01 0.53 5.15  0.0028
C 3.48 0.22 6.37  -0.1456
C 2.16 -0.12 6.19  -0.1066
C 1.88 0.05 4.81  -0.1110
C 3.03 0.45 4.18  -0.1238
H 4.96 0.76 4.93  0.1381
H 4.09 0.18 7.26  0.1008
H 1.44 -0.47 6.91  0.0881
H 0.95 -0.17 4.32  0.0842
H 3.25 0.75 3.18  0.0911
N -0.81 -5.32 2.30  0.0137
C -2.07 -5.84 2.26  -0.1524
C -2.85 -5.09 3.10  -0.1366
C -2.04 -4.08 3.63  -0.1269
C -0.76 -4.25 3.14  -0.1149
H -0.06 -5.67 1.73  0.1433
H -2.30 -6.68 1.62  0.1046
H -3.89 -5.31 3.30  0.0854
H -2.39 -3.28 4.27  0.0828
H 0.15 -3.73 3.37  0.1023

Relative energy (zero: lowest compared OMol25 entry of this formula, charge and spin)   0.0 kJ/mol
Spin multiplicity   1
Largest force on an atom   1.9 eV/A
Gap between HOMO and LUMO   0.2995 Eh
Charge   0
E   -2444.87357 Eh
Structure (SMILES)   C[C@H]1COC(=O)O1.C[C@H]1COC(=O)O1.c1cc[nH]c1.c1cc[nH]c1.c1cc[nH]c1.c1cc[nH]c1.c1cc[nH]c1.c1cc[nH]c1.c1cc[nH]c1.c1cc[nH]c1

---

Density functional theory data (ωB97M-V/def2-TZVPD) for C40H53BMoN3O2P2S2 as an isolated structure.

Each line ends with the Löwdin charge.
Geometry (Å):
Mo -0.11 -0.07 -0.73  0.4514
C -2.96 -3.41 0.95  -0.1012
C -2.74 -2.06 1.64  -0.6496
C -3.95 -1.82 2.56  -0.0834
C -1.51 -2.12 2.56  -0.0871
P -2.54 -0.66 0.37  1.1045
C -2.93 0.82 1.42  -0.2142
N -1.66 1.30 1.93  0.0369
B -0.60 1.67 1.06  -0.7075
N 0.59 1.74 1.81  0.0400
C 1.92 1.99 1.29  -0.2214
P 2.22 0.89 -0.19  1.0920
C 3.01 2.06 -1.43  -0.6676
C 4.16 2.90 -0.85  -0.0689
C 3.55 1.27 -2.63  -0.0856
C 1.94 3.03 -1.92  -0.1237
C 3.47 -0.31 0.48  -0.6587
C 4.76 0.31 1.02  -0.0673
C 2.77 -1.02 1.65  -0.0970
C 3.83 -1.31 -0.62  -0.0774
C 0.25 1.50 3.15  -0.1384
C 1.04 1.48 4.28  -0.0040
C 0.43 1.19 5.49  -0.0682
C -0.94 0.94 5.56  -0.0668
C -1.74 0.96 4.44  -0.0192
C -1.13 1.24 3.22  -0.1612
C -3.85 -0.74 -0.95  -0.6823
C -3.86 0.59 -1.71  -0.1008
C -3.49 -1.84 -1.96  -0.0874
C -5.26 -0.98 -0.39  -0.0763
H -2.96 -4.17 1.73  0.0928
H -2.18 -3.66 0.23  0.0308
H -3.93 -3.47 0.45  0.0679
H -4.11 -2.74 3.12  0.1001
H -4.88 -1.58 2.05  0.0656
H -3.75 -1.05 3.31  0.0593
H -1.59 -3.04 3.15  0.0993
H -1.49 -1.29 3.26  0.0618
H -0.57 -2.16 2.01  0.0135
H -3.61 0.58 2.23  0.0863
H -3.39 1.60 0.81  0.0886
H 2.66 1.73 2.06  0.0750
H 2.05 3.04 1.06  0.1026
H 5.08 2.34 -0.74  0.0663
H 3.93 3.37 0.11  0.0777
H 4.36 3.71 -1.55  0.0947
H 4.46 0.73 -2.39  0.0686
H 3.80 1.98 -3.42  0.0977
H 2.82 0.56 -3.04  0.0507
H 1.51 3.63 -1.12  0.0846
H 1.14 2.51 -2.43  0.0012
H 2.42 3.72 -2.63  0.0971
H 4.59 1.14 1.72  0.0786
H 5.42 0.65 0.23  0.0692
H 5.30 -0.46 1.57  0.1022
H 2.77 -0.41 2.56  0.0775
H 3.31 -1.93 1.87  0.0877
H 1.73 -1.30 1.43  0.0279
H 4.58 -0.90 -1.29  0.0726
H 2.97 -1.60 -1.21  0.0550
H 4.24 -2.21 -0.16  0.0952
H 2.10 1.68 4.24  0.1133
H 1.02 1.17 6.40  0.1094
H -1.39 0.73 6.52  0.1104
H -2.80 0.77 4.50  0.1110
H -2.88 0.85 -2.13  0.0404
H -4.21 1.43 -1.10  0.0660
H -4.56 0.49 -2.54  0.0991
H -2.50 -1.68 -2.40  0.0446
H -4.23 -1.81 -2.76  0.0967
H -3.51 -2.83 -1.52  0.0654
H -5.55 -0.22 0.34  0.0860
H -5.38 -1.96 0.05  0.0691
H -5.97 -0.90 -1.22  0.0958
O 5.07 -6.88 -1.61  0.1228
C 4.91 -6.02 -0.57  -0.4774
O 5.74 -5.97 0.30  0.1342
C 3.69 -5.16 -0.59  -0.1388
C 3.20 -4.70 0.63  -0.0062
C 2.10 -3.86 0.66  -0.1216
C 1.50 -3.44 -0.52  -0.6150
S 0.03 -2.42 -0.52  0.5830
C 1.97 -3.92 -1.74  -0.1110
C 3.06 -4.77 -1.77  -0.0168
H 4.27 -6.90 -2.15  0.1011
H 3.69 -5.01 1.54  0.1307
H 1.71 -3.52 1.61  0.1015
H 1.51 -3.60 -2.66  0.1109
H 3.45 -5.10 -2.73  0.1211
N -4.39 7.00 -5.67  0.1826
C -3.89 6.32 -4.89  -0.1634
C -3.26 5.45 -3.91  -0.2057
C -3.95 5.12 -2.75  -0.0013
C -3.36 4.28 -1.82  -0.0059
C -2.07 3.80 -2.05  -0.2050
C -1.38 4.15 -3.21  0.0089
C -1.98 4.97 -4.15  0.0030
C -1.46 2.89 -1.12  0.0388
C -0.91 2.08 -0.40  -0.0756
H -4.95 5.51 -2.58  0.1297
H -3.89 4.00 -0.93  0.1207
H -0.39 3.77 -3.39  0.1043
H -1.47 5.24 -5.06  0.1300
S -0.05 0.10 -2.80  0.2554

Relative energy (zero: lowest compared OMol25 entry of this formula, charge and spin)   0.0 kJ/mol
Spin multiplicity   1
Largest force on an atom   1.1 eV/A
Gap between HOMO and LUMO   0.2482 Eh
Charge   +1
E   -3442.78854 Eh

---

Density functional theory data (ωB97M-V/def2-TZVPD) for a 9-piece molecular cluster, C40H53BrN8O2S overall.

Each line ends with the Löwdin charge.
Geometry (Å):
C 4.10 -6.49 -1.81  -0.1099
C 4.41 -5.30 -2.86  -0.6423
S 6.29 -5.30 -3.03  0.7236
C 3.77 -3.85 -2.47  -0.0976
C 2.24 -4.27 -2.68  -0.3293
C 1.11 -3.15 -2.77  -0.1324
C -0.27 -3.74 -3.32  -0.2567
C -0.81 -5.05 -2.56  -0.5830
Br -2.22 -4.70 -1.22  0.6255
O 2.31 -5.04 -3.91  -0.0234
C 3.65 -5.43 -4.29  -0.3424
O 4.09 -5.73 -5.40  0.1000
H 4.82 -7.37 -1.92  0.0757
H 3.01 -6.82 -2.01  0.0906
H 4.13 -6.10 -0.73  0.1030
H 6.67 -6.16 -1.99  -0.1135
H 4.12 -3.36 -1.51  0.1356
H 3.95 -3.13 -3.34  0.1362
H 1.96 -4.82 -1.71  0.1384
H 1.02 -2.57 -1.78  0.1313
H 1.46 -2.36 -3.55  0.1162
H -0.14 -3.89 -4.45  0.1167
H -1.06 -2.92 -3.18  0.0999
H -0.01 -5.68 -2.06  0.0564
H -1.28 -5.72 -3.37  0.0765
N -1.41 -2.99 4.29  0.0128
C -1.95 -1.90 3.67  -0.1512
C -2.36 -2.28 2.42  -0.1289
C -2.06 -3.66 2.28  -0.1210
C -1.47 -4.07 3.45  -0.1265
H -1.02 -2.99 5.22  0.1254
H -2.00 -0.94 4.17  0.1124
H -2.83 -1.65 1.68  0.0989
H -2.24 -4.28 1.42  -0.0011
H -1.10 -5.03 3.76  0.1082
N 0.21 -2.00 7.98  -0.0068
C -0.11 -3.33 8.12  -0.1586
C -0.79 -3.48 9.30  -0.1101
C -0.90 -2.20 9.89  -0.1089
C -0.28 -1.31 9.05  -0.1390
H 0.71 -1.60 7.21  0.1410
H 0.19 -4.05 7.37  0.1011
H -1.17 -4.41 9.69  0.0929
H -1.39 -1.96 10.83  0.0929
H -0.14 -0.24 9.13  0.1067
N -0.24 0.25 1.64  0.0180
C -0.28 1.00 0.50  -0.1388
C 0.45 2.15 0.71  -0.1224
C 0.96 2.08 2.03  -0.1225
C 0.52 0.90 2.58  -0.1424
H -0.69 -0.64 1.78  0.1005
H -0.83 0.66 -0.36  0.1046
H 0.60 2.94 0.00  0.0851
H 1.58 2.82 2.53  0.0773
H 0.68 0.47 3.56  0.1008
N 3.97 4.81 1.63  0.0058
C 5.31 4.65 1.46  -0.1361
C 5.96 5.38 2.43  -0.1219
C 4.96 5.99 3.23  -0.1320
C 3.74 5.63 2.71  -0.1432
H 3.25 4.40 1.06  0.1371
H 5.70 4.04 0.66  0.1070
H 7.03 5.45 2.56  0.0910
H 5.12 6.64 4.08  0.0944
H 2.74 5.87 3.02  0.1072
N -1.16 -0.53 -6.30  0.0058
C 0.19 -0.68 -6.47  -0.1348
C 0.83 0.04 -5.49  -0.1166
C -0.18 0.65 -4.69  -0.1069
C -1.39 0.28 -5.21  -0.1475
H -1.87 -0.94 -6.88  0.1425
H 0.58 -1.29 -7.27  0.1098
H 1.90 0.12 -5.36  0.0940
H -0.03 1.29 -3.84  0.0913
H -2.40 0.52 -4.91  0.0911
N -4.73 0.83 -6.42  0.0002
C -5.75 0.15 -7.03  -0.1409
C -6.80 1.02 -7.20  -0.1090
C -6.40 2.27 -6.67  -0.1132
C -5.11 2.12 -6.20  -0.1420
H -3.84 0.43 -6.16  0.0926
H -5.64 -0.89 -7.29  0.1042
H -7.75 0.78 -7.65  0.0925
H -6.98 3.18 -6.64  0.0865
H -4.44 2.83 -5.73  0.1049
N 5.56 3.91 5.97  0.0097
C 6.69 4.67 6.11  -0.1465
C 7.07 4.63 7.43  -0.1155
C 6.13 3.81 8.11  -0.1203
C 5.22 3.38 7.19  -0.1462
H 5.06 3.76 5.11  0.1334
H 7.13 5.17 5.26  0.0952
H 7.92 5.13 7.86  0.0891
H 6.13 3.56 9.17  0.0883
H 4.35 2.74 7.29  0.1010
N -7.91 6.21 -4.24  -0.0016
C -9.18 6.50 -3.81  -0.1458
C -9.68 5.38 -3.20  -0.1157
C -8.68 4.38 -3.26  -0.1122
C -7.60 4.92 -3.91  -0.1486
H -7.30 6.85 -4.73  0.1440
H -9.61 7.48 -3.97  0.1038
H -10.66 5.29 -2.75  0.0897
H -8.75 3.37 -2.88  0.0913
H -6.64 4.50 -4.16  0.0976

Relative energy (zero: lowest compared OMol25 entry of this formula, charge and spin)   259.5 kJ/mol
Spin multiplicity   1
Largest force on an atom   5.0 eV/A
Gap between HOMO and LUMO   0.3013 Eh
Charge   0
E   -5116.57292 Eh
Structure (SMILES)   C[C@]1(S)C[C@@H](CCCBr)OC1=O.c1cc[nH]c1.c1cc[nH]c1.c1cc[nH]c1.c1cc[nH]c1.c1cc[nH]c1.c1cc[nH]c1.c1cc[nH]c1.c1cc[nH]c1